# 1
Entry from the OMol25 dataset: a structure of composition C42H54N6O3P2PtS in a non-equilibrium geometry (the ωB97M-V functional and the def2-TZVPD basis).

## Properties
energy above the lowest of the compared OMol25 structures with the same formula, charge and spin: 0.00 kJ/mol
multiplicity: 3
HOMO level (spin up / spin down): -0.4810 / -0.4810 Eh
<S²>: 2.012
LUMO (spin up / spin down): -5.7 / -8.1 eV
electronic energy: -3386.732853 hartree
frontier orbital gap (spin up / spin down): 7.38 / 4.99 eV
net charge: +2

```
109
C42H54N6O3P2PtS, DFT the ωB97M-V functional and the def2-TZVPD basis
Pt -19.03 5.86 -2.24
S -21.24 5.37 -1.17
P -20.77 6.53 -5.60
P -16.82 5.97 -1.73
O -22.35 0.81 0.29
O -20.75 6.39 -4.10
O -20.61 8.30 -2.49
N -19.67 3.15 -1.11
N -20.16 7.97 -6.16
N -21.87 2.94 -0.32
N -22.44 6.58 -5.88
N -19.34 7.82 -2.07
N -20.00 5.25 -6.24
C -23.16 6.64 -7.14
C -24.67 6.73 -6.76
C -15.64 5.37 -2.97
C -24.70 7.22 -5.29
C -22.28 1.59 -0.62
C -15.05 6.16 -3.96
C -14.00 4.24 -5.01
C -17.68 5.08 0.77
C -22.84 2.28 -3.07
C -20.87 9.22 -5.78
C -16.35 7.67 -1.49
C -14.20 5.60 -4.93
C -20.00 10.40 -6.41
C -23.40 6.67 -4.72
C -15.39 10.29 -0.81
C -22.61 1.32 -2.03
C -23.60 0.50 -4.56
C -16.16 3.93 2.22
C -18.69 8.77 -1.43
C -18.08 1.32 -1.67
C -19.69 5.11 -7.65
C -20.85 3.68 -0.87
C -14.96 7.96 -1.46
C -19.41 2.95 -6.64
C -15.00 4.21 1.49
C -23.26 1.85 -4.31
C -18.73 8.22 -6.46
C -17.39 4.36 1.93
C -14.42 3.46 -3.94
C -23.45 -0.41 -3.50
C -18.55 9.78 -6.41
C -15.26 4.86 0.29
C -19.18 1.83 -0.69
C -14.48 9.25 -1.17
C -19.89 3.67 -7.95
C -22.95 -0.03 -2.24
C -18.28 1.28 -3.14
C -16.71 10.08 -0.88
C -19.75 3.98 -5.56
C -16.59 5.19 -0.13
C -17.20 8.82 -1.33
C -15.17 4.05 -2.93
H -18.62 5.31 -7.84
H -16.07 3.25 3.09
H -20.24 5.80 -8.32
H -22.89 5.77 -7.84
H -20.93 3.42 -8.18
H -18.90 3.96 -4.88
H -17.78 2.06 -3.75
H -13.39 9.42 -1.32
H -19.28 3.36 -8.87
H -20.87 9.29 -4.68
H -18.98 3.85 -1.46
H -18.30 2.84 -6.67
H -17.89 0.32 -3.58
H -22.69 3.36 -2.92
H -14.28 7.13 -1.60
H -23.56 5.65 -4.32
H -15.39 3.46 -2.05
H -25.21 5.76 -6.88
H -18.74 5.45 0.54
H -14.98 11.19 -0.36
H -20.51 10.58 -7.38
H -22.89 7.54 -7.68
H -25.54 6.90 -4.63
H -23.77 -1.48 -3.66
H -15.24 7.20 -3.97
H -13.76 6.31 -5.62
H -24.69 8.32 -5.21
H -21.89 9.16 -6.12
H -23.91 0.18 -5.59
H -14.37 2.36 -4.00
H -22.63 3.46 0.12
H -19.88 1.96 -6.44
H -25.14 7.48 -7.46
H -18.08 10.12 -5.48
H -14.00 4.03 1.83
H -23.27 2.57 -5.09
H -20.67 3.72 -4.94
H -19.17 9.70 -1.19
H -20.03 1.16 -0.63
H -19.36 1.28 -3.30
H -17.90 0.30 -1.17
H -13.39 3.83 -5.81
H -17.94 10.13 -7.21
H -17.21 1.90 -1.37
H -14.54 5.32 -0.47
H -22.76 -0.81 -1.48
H -17.38 10.87 -0.76
H -18.21 4.22 2.64
H -18.44 7.76 -7.42
H -20.93 7.71 -3.28
H -18.75 1.90 0.33
H -20.12 11.33 -5.81
H -18.06 7.79 -5.70
H -23.11 7.35 -3.81
```

---

# 2
Entry from the OMol25 dataset: a structure of composition C35H32FeN5PS3 (the ωB97M-V functional and the def2-TZVPD basis).

## Properties
multiplicity: 5
HOMO level (spin up / spin down): -0.2520 / -0.2581 Eh
<S²>: 6.010
LUMO (spin up / spin down): 0.3 / 0.2 eV
electronic energy: -4426.470749 hartree
frontier orbital gap (spin up / spin down): 7.15 / 7.27 eV

```
77
C35H32FeN5PS3, DFT the ωB97M-V functional and the def2-TZVPD basis
Fe -1.01 0.14 0.59
S 0.62 0.86 -1.14
S 0.57 -0.13 2.56
S 2.94 1.42 -3.44
P 2.58 0.85 -1.60
N -2.05 -0.41 -1.50
N -3.39 1.17 0.15
N 0.11 -2.03 0.81
N -1.06 2.47 1.19
N -2.81 -0.82 1.88
C -4.31 -3.14 2.15
C -2.39 -1.82 2.66
C 2.56 -1.87 -2.03
C 1.33 -4.08 0.61
C 1.95 -2.48 2.28
C -3.36 1.59 -1.25
C -1.55 -1.42 -2.22
C 4.41 -1.13 -0.68
C 0.33 -3.21 0.23
C -2.89 0.44 -2.09
C 3.23 -0.85 -1.36
C -3.10 -3.00 2.82
C -2.77 -0.77 -4.15
C -4.77 -2.09 1.37
C 0.08 3.14 1.04
C -3.98 -0.95 1.26
C 0.14 4.45 0.61
C -2.24 4.44 0.55
C 3.46 1.85 -0.36
C -3.28 0.29 -3.42
C 0.91 -1.66 1.83
C 4.90 -2.43 -0.65
C -2.20 3.12 0.96
C 4.23 -3.44 -1.31
C 3.37 1.54 1.00
C 4.88 3.72 0.17
C 4.06 2.30 1.93
C 4.83 3.38 1.51
C -1.88 -1.64 -3.54
C 3.05 -3.16 -2.00
C -4.44 0.19 0.38
C -1.05 5.12 0.35
C -3.44 2.28 1.10
C 4.20 2.96 -0.77
C 2.17 -3.69 1.66
H 4.95 -0.34 -0.18
H -1.05 6.14 -0.01
H -0.83 -2.04 -1.70
H 5.82 -2.64 -0.11
H -4.76 -0.23 -0.57
H -1.45 -1.65 3.17
H 2.56 -2.14 3.11
H -0.35 -3.50 -0.57
H -1.45 -2.47 -4.08
H 5.39 3.96 2.24
H 2.98 -4.34 1.97
H 4.61 -4.45 -1.28
H -2.70 -3.79 3.43
H -3.06 -0.91 -5.18
H 2.53 -3.96 -2.52
H -5.71 -2.16 0.85
H -3.20 4.93 0.37
H 0.99 2.58 1.27
H 4.00 2.06 2.98
H -4.34 2.89 0.98
H 1.46 -5.02 0.10
H -2.63 2.40 -1.36
H -3.96 1.00 -3.86
H -4.33 1.95 -1.60
H -5.32 0.67 0.83
H 4.24 3.20 -1.82
H 1.66 -1.63 -2.57
H 5.46 4.58 -0.16
H -4.88 -4.05 2.24
H -3.45 1.83 2.10
H 1.10 4.93 0.46
H 2.75 0.71 1.32
```